Computed, not measured: 2 unconnected molecules or ions with the total composition C3H8FN2, with ωB97M-V with the def2-TZVPD basis set.

Spin multiplicity: 1
Energy relative to the best compared isomer or geometry (same formula, charge and spin): 46.0 kcal per mole
Total charge: +1

Each line ends with the Mulliken charge.
Atoms and positions in Å:
C: -2.121 -0.109 -0.916  -0.711
C: -1.715 0.010 0.313  0.064
C: 1.099 0.067 -0.491  0.084
N: 1.615 -0.355 0.661  -0.297
N: 1.154 1.281 -0.899  -0.347
F: -1.413 1.240 0.826  -0.232
H: -2.462 -1.153 -1.299  0.252
H: -2.764 0.599 -1.372  0.336
H: -1.195 -0.851 0.742  0.341
H: 0.841 -0.753 -1.162  0.424
H: 2.058 0.159 1.394  0.221
H: 1.542 -1.325 0.793  0.263
H: 0.520 1.708 -1.664  0.333
H: 1.380 1.970 -0.189  0.270

---

Computed, not measured: 2 unconnected molecules or ions with the total composition C3H8FN2, with ωB97M-V with the def2-TZVPD basis set.

Spin multiplicity: 1
Energy relative to the best compared isomer or geometry (same formula, charge and spin): 86.9 kcal per mole
Total charge: +1

Each line ends with the Mulliken charge.
Atoms and positions in Å:
C: 1.545 0.070 -1.065  0.277
C: -1.674 -0.497 0.500  -0.869
C: -0.189 1.115 -0.312  -0.541
N: 1.742 -0.679 -0.054  -0.152
N: -0.423 0.246 0.686  -0.367
F: 2.348 0.199 -2.075  -0.162
H: -1.561 -1.204 -0.301  0.344
H: -2.162 -0.984 1.438  0.309
H: -2.372 0.234 0.008  0.369
H: -0.659 0.859 -1.253  0.439
H: 0.229 2.112 -0.076  0.370
H: 2.482 -1.355 0.172  0.241
H: -0.212 0.688 1.673  0.359
H: 0.906 -0.804 0.660  0.384

---

Computed, not measured: 2 unconnected molecules or ions with the total composition C3H8FN2O, with ωB97M-V with the def2-TZVPD basis set.

Spin multiplicity: 1
Energy relative to the best compared isomer or geometry (same formula, charge and spin): 56.0 kcal per mole
Total charge: +1

Each line ends with the Mulliken charge.
Atoms and positions in Å:
C: -2.406 -0.038 -0.095  0.280
C: 3.237 -0.855 0.347  -0.617
C: 3.022 0.377 -0.049  0.026
N: -3.351 0.820 0.215  -0.299
N: -1.144 0.236 -0.193  -0.019
O: -0.178 -0.664 -0.502  -0.313
F: 1.800 0.958 0.040  -0.212
H: -2.708 -1.064 -0.302  0.264
H: -0.537 -1.545 -0.711  0.359
H: 4.221 -1.278 0.275  0.250
H: 2.454 -1.470 0.755  0.230
H: 3.753 1.062 -0.452  0.316
H: -4.318 0.535 0.269  0.246
H: -3.147 1.789 0.422  0.235
H: -0.697 1.138 -0.019  0.252

---

Computed, not measured: C3H8FN3 in the gas phase, with ωB97M-V with the def2-TZVPD basis set.

SMILES: C/N=C(\CF)NN
Spin multiplicity: 1
Energy relative to the best compared isomer or geometry (same formula, charge and spin): 61.8 kcal per mole
Total charge: 0

Each line ends with the Mulliken charge.
Atoms and positions in Å:
C: 0.777 1.774 -0.531  -0.631
C: -0.207 -0.280 -0.034  0.628
C: -1.583 0.451 0.298  -0.384
H: -0.359 2.044 -1.045  0.128
H: 1.007 2.270 0.551  0.240
H: 1.642 2.128 -1.248  0.246
H: -1.359 1.026 1.168  0.341
H: -1.816 1.125 -0.615  0.261
H: -1.058 -2.228 0.213  0.264
H: 1.638 -2.133 1.226  0.263
H: 1.841 -1.988 -0.396  0.305
N: 0.909 0.400 -0.249  -0.534
N: -0.085 -1.681 0.085  -0.047
N: 1.116 -2.425 0.234  -0.765
F: -2.463 -0.481 0.342  -0.315

---

Computed, not measured: 2 unconnected molecules or ions with the total composition C3H8FN3, with ωB97M-V with the def2-TZVPD basis set.

Spin multiplicity: 1
Energy relative to the best compared isomer or geometry (same formula, charge and spin): 107.8 kcal per mole
Total charge: +2

Each line ends with the Mulliken charge.
Atoms and positions in Å:
C: 1.384 0.962 -0.141  0.302
C: -1.576 -0.121 -0.007  0.445
C: 1.039 -1.439 -0.767  -0.648
N: -2.397 -0.395 0.969  -0.213
N: 0.803 1.985 0.415  -0.233
N: 0.841 -0.224 -0.243  -0.179
F: -1.931 0.217 -1.182  -0.086
H: 2.563 0.901 -0.153  0.345
H: 2.052 -1.867 -0.807  0.411
H: 0.841 -1.532 -1.810  0.386
H: 0.487 -2.061 -0.109  0.322
H: -2.009 -0.691 1.890  0.328
H: -3.307 -0.729 0.823  0.308
H: 1.362 2.908 0.540  0.329
H: -0.152 2.085 0.584  0.184

---

Computed, not measured: 3 unconnected molecules or ions with the total composition C3H8FNO, with ωB97M-V with the def2-TZVPD basis set.

Spin multiplicity: 1
Energy relative to the best compared isomer or geometry (same formula, charge and spin): 140.6 kcal per mole
Total charge: 0

Each line ends with the Mulliken charge.
Atoms and positions in Å:
C: 1.126 -1.432 2.538  -0.678
C: -0.529 0.985 -3.525  -0.473
C: -0.349 -0.206 1.149  -0.198
N: 0.169 -0.471 2.167  0.243
O: -0.460 1.324 -2.156  -0.489
F: -0.474 0.274 3.665  -0.550
H: 0.801 -2.071 3.498  0.281
H: 1.554 -2.160 1.852  0.339
H: 2.075 -0.791 2.931  0.255
H: -1.095 -0.022 -3.581  0.230
H: 0.489 1.010 -3.697  0.199
H: -0.930 1.774 -4.036  0.269
H: -1.141 0.523 0.864  0.305
H: -1.235 1.262 -1.669  0.266

---

Computed, not measured: a molecular structure, C3H8I2S2, with ωB97M-V with the def2-TZVPD basis set.

Spin multiplicity: 1
Total charge: 0

Each line ends with the Mulliken charge.
Atoms and positions in Å:
S: -2.959 0.178 0.296  -0.092
S: -1.516 -0.198 1.686  -0.083
C: -2.118 -0.240 -1.247  -0.692
C: -0.578 1.345 1.689  -0.723
H: -2.844 -0.102 -2.067  0.294
H: -1.780 -1.290 -1.250  0.260
H: -1.248 0.411 -1.435  0.212
H: -0.105 1.544 0.713  0.216
H: -1.217 2.205 1.952  0.325
H: 0.213 1.249 2.451  0.273
I: 3.107 0.432 -1.930  0.083
I: 3.854 -1.151 1.176  0.095
C: 2.696 -1.156 -0.594  -0.682
H: 1.626 -1.112 -0.315  0.152
H: 2.867 -2.113 -1.123  0.361

---

Computed, not measured: 2 unconnected molecules or ions with the total composition C3H8IN2O, with ωB97M-V with the def2-TZVPD basis set.

Spin multiplicity: 1
Energy relative to the best compared isomer or geometry (same formula, charge and spin): 65.8 kcal per mole
Total charge: +1

Each line ends with the Mulliken charge.
Atoms and positions in Å:
C: -0.361 2.292 -0.069  0.728
C: 1.041 -2.222 0.149  -0.817
C: -0.254 -0.190 -0.547  -1.027
N: -1.546 2.470 0.358  -0.205
N: 0.956 -0.749 0.139  -0.171
O: 0.649 2.818 -0.373  -0.321
I: -2.114 -0.996 0.045  0.162
H: 0.207 -2.587 0.702  0.328
H: 0.933 -2.531 -0.927  0.328
H: 2.087 -2.313 0.561  0.344
H: -0.172 -0.256 -1.674  0.455
H: -2.183 1.715 0.027  0.164
H: -1.868 3.296 0.672  0.221
H: 1.726 -0.202 -0.273  0.387
H: 0.900 -0.544 1.210  0.424

---

Computed, not measured: a gas-phase ion, C3H8IN2O (charge +1), with ωB97M-V with the def2-TZVPD basis set.

Spin multiplicity: 3
Energy relative to the best compared isomer or geometry (same formula, charge and spin): 27.3 kcal per mole
Total charge: +1

Each line ends with the Mulliken spin population.
Atoms and positions in Å:
C: -2.090 0.903 0.388  0.395
C: -0.946 0.486 -0.496  0.027
C: 0.559 -0.720 0.695  -0.002
N: -0.954 -0.196 -1.611  0.026
N: 0.337 0.632 0.153  0.022
O: -1.753 1.953 -0.370  0.053
I: -4.002 -0.162 0.104  1.443
H: -1.784 0.821 1.468  0.016
H: 1.267 -0.724 1.401  -0.004
H: -0.254 -0.863 1.386  0.007
H: 0.410 -1.663 0.085  0.001
H: -0.583 0.120 -2.460  -0.002
H: -1.912 -0.477 -1.736  0.021
H: 1.076 0.839 -0.581  -0.004
H: 0.425 1.366 0.881  0.001

---

Summary of largest force on an atom in eV/Å
4.57; 4.32; 1.07; 6.35; 4.59; 6.61; 1.20; 5.24; 6.21
(order as listed above)
Summary of E_tot in Eh
-328.18398; -328.11874; -403.38092; -383.10763; -382.37973; -348.75570; -1510.84989; -601.19435; -601.04417
(order as listed above)